88
Properties=species:S:1:pos:R:3:lowdin_charge:R:1 method="wB97M-V/def2-TZVPD" charge=+4 mol_weight_g_mol=782.3 homo_ev=-17.5897 energy_ha=-5049.0502 multiplicity=1
C 0.5266 -4.4751 3.5601 0.016
C 1.3532 -4.1062 2.4832 -0.243
C 1.4588 -4.9867 1.3838 -0.009
C 0.5156 -6.0171 1.2846 -0.120
N -0.4101 -6.2168 2.2180 0.088
C -0.3957 -5.5083 3.3406 -0.096
C 1.9878 -2.8334 2.4018 0.076
C 2.5955 -1.7629 2.3362 0.084
C 3.0250 -0.4725 1.8294 -0.182
C 2.0218 0.5028 1.6607 -0.046
C 2.2681 1.5811 0.7343 -0.332
C 3.3890 1.3708 -0.1363 -0.577
C 4.5134 0.6713 0.3148 -0.005
C 4.3281 -0.2372 1.3600 0.111
Sn 0.6893 0.9167 -0.7968 1.296
P -1.3444 -1.0582 -0.2526 0.951
H 2.2034 -4.8305 0.6125 0.117
H 0.5710 -3.9555 4.5139 0.129
H 0.5142 -6.6741 0.4070 0.128
H -1.1437 -5.7597 4.0966 0.131
H 5.1726 -0.7940 1.7679 0.170
H 1.0440 0.3567 2.1136 0.126
H 5.4881 0.8387 -0.1384 0.152
H 1.9384 2.6074 0.8893 0.121
C -2.9341 -0.5643 -1.0864 -0.373
C -3.9245 -1.6723 -1.4233 -0.108
H -2.6391 -0.0375 -2.0107 0.071
H -3.4178 0.1938 -0.4480 0.081
H -4.7610 -1.2665 -2.0018 0.109
H -3.4688 -2.4566 -2.0375 0.077
H -4.3552 -2.1298 -0.5248 0.078
C -0.9458 -2.7802 -0.8214 -0.364
C -1.8708 -3.9413 -0.4592 -0.105
H 0.0505 -2.9819 -0.3899 0.070
H -0.8091 -2.7339 -1.9175 0.074
H -1.5161 -4.8526 -0.9557 0.105
H -1.8635 -4.1590 0.6163 0.070
H -2.9089 -3.8001 -0.7745 0.063
C -1.7683 -1.3569 1.5230 -0.362
C -3.1586 -1.9048 1.8509 -0.100
H -1.6334 -0.3826 2.0237 0.077
H -0.9864 -2.0261 1.9248 0.081
H -3.2740 -1.9643 2.9414 0.107
H -3.9661 -1.2598 1.4796 0.083
H -3.3229 -2.9204 1.4670 0.073
Br 3.4083 2.3115 -1.8718 0.954
P 1.2280 0.2371 -3.3826 0.918
C 0.0440 -0.8545 -4.2255 -0.360
C -0.1918 -0.5394 -5.7011 -0.083
H -0.8950 -0.7793 -3.6541 0.074
H 0.4084 -1.8816 -4.1021 0.095
H -0.9630 -1.2194 -6.0846 0.114
H -0.5496 0.4834 -5.8602 0.085
H 0.7061 -0.6911 -6.3086 0.090
C 1.2216 1.8733 -4.2037 -0.425
C 2.3132 2.0580 -5.2539 -0.103
H 1.3212 2.6316 -3.4101 0.021
H 0.2208 2.0146 -4.6424 0.102
H 2.2731 3.0916 -5.6206 0.114
H 3.3248 1.8928 -4.8602 0.071
H 2.1613 1.3980 -6.1159 0.089
C 2.8652 -0.5716 -3.3528 -0.403
C 3.1720 -1.3405 -4.6258 -0.089
H 2.8991 -1.2192 -2.4611 0.098
H 3.6266 0.2013 -3.1793 0.020
H 4.1715 -1.7850 -4.5321 0.116
H 2.4593 -2.1518 -4.8078 0.087
H 3.1863 -0.6765 -5.4920 0.083
N -0.7790 7.5479 7.6413 0.223
C -0.9142 6.8540 6.7095 -0.139
C -1.0701 6.0083 5.5591 -0.193
C -0.0354 5.1371 5.1918 0.025
C -0.1415 4.3843 4.0078 0.003
C -1.3364 4.4217 3.2869 -0.188
C -2.4191 5.2135 3.7074 0.028
C -2.2464 6.0539 4.8078 0.027
N -1.4554 3.6956 2.0801 0.035
C -2.5776 3.5966 1.2420 0.046
C -2.2173 2.8000 0.2042 -0.094
N -0.8830 2.4191 0.3451 -0.060
C -0.4792 2.9581 1.4963 -0.140
H 0.8489 5.0430 5.8051 0.135
H 0.7083 3.7961 3.6865 0.098
H -3.3730 5.1936 3.1642 0.120
H -3.0463 6.7491 5.0834 0.150
H -3.5075 4.0898 1.4678 0.141
H -2.8262 2.4882 -0.6314 0.118
H 0.5025 2.9067 1.9332 0.100



93
Properties=species:S:1:pos:R:3:lowdin_charge:R:1 method="wB97M-V/def2-TZVPD" charge=+2 s2=0.78 mol_weight_g_mol=1122.3 homo_ev="-12.6973 / -13.6895" de_lowest_kcal_mol=42.0 energy_ha=-6315.2439 multiplicity=2
Sn 0.5463 -0.8684 -0.7901 0.979
N -0.5884 -0.9542 4.6524 0.099
C -1.4853 -1.7639 3.9602 -0.333
C -2.7813 -1.9651 4.4248 0.029
C -3.6309 -2.7626 3.6909 -0.008
C -3.1875 -3.3196 2.4927 -0.039
C -1.8830 -3.1187 2.1259 -0.203
N -1.0219 -2.3783 2.8569 -0.108
C -0.0319 0.2119 4.0847 -0.322
C 0.5681 1.1426 4.9422 0.002
C 1.0430 2.3103 4.3931 -0.040
C 0.8998 2.5284 3.0207 -0.053
C 0.2963 1.5429 2.2711 -0.201
N -0.1500 0.3840 2.7820 0.089
H -0.7883 -0.8533 5.6365 0.148
H -3.1087 -1.4796 5.3335 0.130
H -4.6399 -2.9396 4.0388 0.128
H -3.8334 -3.9355 1.8841 0.123
H -1.4610 -3.5889 1.2466 0.070
H 0.6497 0.9455 6.0028 0.125
H 1.5111 3.0530 5.0250 0.124
H 1.2315 3.4474 2.5575 0.109
H 0.1459 1.6751 1.2010 0.076
Cl 3.4381 6.2624 -0.6395 0.732
C 2.3596 4.9632 -0.9850 -0.653
C 1.0499 5.0242 -0.5240 -0.076
C 0.1936 3.9698 -0.7882 -0.001
C 0.6443 2.8708 -1.5158 -0.148
C 1.9536 2.8344 -1.9932 -0.017
C 2.8198 3.8784 -1.7226 -0.091
C -0.2434 1.7115 -1.7507 -0.688
O -1.3261 1.6196 -1.1085 -0.177
O 0.1455 0.7659 -2.5056 -0.199
H 0.7157 5.8900 0.0295 0.117
H -0.8256 3.9927 -0.4270 0.128
H 2.2846 1.9955 -2.5926 0.129
H 3.8362 3.8694 -2.0910 0.114
C 1.7445 -1.7827 -2.3183 -0.317
H 1.3382 -1.4866 -3.2845 0.008
H 1.7653 -2.8671 -2.2261 -0.007
H 2.7707 -1.4085 -2.2626 -0.002
Cl 0.1392 -5.1206 3.3979 0.098
Ge 0.9780 -3.1277 3.0767 0.459
Cl 1.1380 -3.3287 0.6481 -0.029
Cl 4.0064 -0.3612 3.6162 0.082
C -3.0267 0.7274 1.0814 -0.121
C -3.4595 -0.3115 0.0588 -0.524
C -4.9598 -0.2565 -0.2310 -0.110
Sb -2.3146 -0.3588 -1.7499 1.703
C -3.0287 0.9334 -3.3295 -0.481
C -3.6529 0.2531 -4.5385 -0.118
C -3.9434 2.0110 -2.7567 -0.115
C -2.6672 -2.5300 -2.1119 -0.498
C -1.4323 -3.3954 -2.2251 -0.149
C -3.6375 -2.7762 -3.2556 -0.122
H -3.6217 0.5921 1.9889 0.091
H -3.1913 1.7438 0.7256 0.080
H -1.9734 0.6313 1.3511 0.029
H -3.2195 -1.3036 0.4533 0.049
H -5.2666 0.7407 -0.5420 0.071
H -5.5128 -0.4959 0.6801 0.089
H -5.2821 -0.9681 -0.9953 0.073
H -2.0770 1.3716 -3.6320 0.081
H -4.6136 -0.2050 -4.3057 0.077
H -3.0044 -0.4935 -4.9941 0.074
H -3.8410 1.0206 -5.2925 0.097
H -4.9475 1.6244 -2.5849 0.076
H -4.0320 2.8097 -3.4961 0.098
H -3.5684 2.4552 -1.8359 0.066
H -3.1675 -2.7079 -1.1550 0.072
H -0.9055 -3.2295 -3.1661 0.091
H -1.7241 -4.4483 -2.1939 0.102
H -0.7279 -3.2560 -1.4017 -0.019
H -3.1700 -2.6131 -4.2252 0.079
H -4.5430 -2.1732 -3.1956 0.065
H -3.9495 -3.8240 -3.2209 0.098
C 3.9205 1.1722 0.7854 -0.340
Te 2.9379 -0.5446 1.5446 1.230
C 4.4557 -1.6768 0.6081 -0.339
C 5.4730 -0.6831 0.1023 -0.276
C 6.6661 -1.1316 -0.4586 -0.018
C 7.5892 -0.2191 -0.9371 -0.046
C 7.3296 1.1446 -0.8580 -0.047
C 6.1460 1.5957 -0.3020 -0.025
C 5.2121 0.6810 0.1786 -0.275
H 4.0544 1.8254 1.6484 0.071
H 3.2527 1.6631 0.0739 0.048
H 3.9705 -2.2568 -0.1796 0.056
H 4.8296 -2.3673 1.3653 0.084
H 6.8731 -2.1926 -0.5168 0.127
H 8.5166 -0.5692 -1.3686 0.118
H 8.0575 1.8548 -1.2253 0.118
H 5.9508 2.6587 -0.2314 0.121



95
Properties=species:S:1:pos:R:3:lowdin_charge:R:1 method="wB97M-V/def2-TZVPD" charge=+2 mol_weight_g_mol=919.9 homo_ev=-12.7809 de_lowest_kcal_mol=0.0 energy_ha=-3562.2540 multiplicity=1
Ta -0.6326 1.1111 -0.0946 1.703
C 2.7809 4.2265 5.6869 -0.026
C 2.2775 3.3968 4.5410 -0.248
C 2.9260 2.2372 4.1340 -0.009
C 2.4272 1.4699 3.1022 0.005
C 1.2725 1.8256 2.4013 -0.184
N 0.8126 1.0535 1.3036 -0.147
C 1.2924 -0.2985 1.2594 -0.271
C 2.6113 -0.6398 0.9163 -0.031
C 3.0855 -1.9205 1.0707 0.002
C 2.2634 -2.9511 1.5476 -0.241
C 2.7915 -4.3463 1.6879 -0.015
C 0.9484 -2.6424 1.8463 0.025
C 0.4770 -1.3409 1.7143 -0.137
N -0.8493 -1.0731 2.1420 -0.053
C -1.4672 -1.5519 3.2404 0.005
C -2.6848 -0.9214 3.3402 0.014
C -2.7244 -0.0450 2.2590 -0.119
N -1.6173 -0.1479 1.5245 -0.089
C 0.6071 2.9787 2.8229 -0.102
C 1.1076 3.7334 3.8797 0.036
N -0.6288 3.3869 2.2342 -0.071
C -1.3058 4.5123 2.5413 -0.012
C -2.5934 4.3844 2.0864 0.014
C -2.6264 3.1389 1.4792 -0.138
N -1.4361 2.5305 1.5523 -0.110
H 3.8312 4.0225 5.8866 0.086
H 2.2198 4.0044 6.5967 0.096
H 2.6725 5.2913 5.4830 0.090
H 3.8315 1.9213 4.6365 0.127
H 2.9576 0.5655 2.8450 0.107
H 3.2850 0.1313 0.5749 0.123
H 4.1185 -2.1363 0.8260 0.136
H 3.7362 -4.3472 2.2318 0.098
H 2.9864 -4.7795 0.7042 0.096
H 2.0907 -4.9931 2.2119 0.089
H 0.2729 -3.4192 2.1857 0.134
H -0.9846 -2.2783 3.8730 0.146
H -3.4353 -1.0614 4.0987 0.123
H -3.5094 0.6375 1.9889 0.111
H 0.5646 4.5980 4.2311 0.116
H -0.8441 5.3223 3.0749 0.136
H -3.3912 5.1013 2.1661 0.124
H -3.4435 2.6979 0.9392 0.113
N 5.2766 0.1414 -4.4153 0.104
C 4.8088 1.2793 -3.8773 -0.841
S 5.3871 2.7719 -4.2049 0.766
C 3.6283 1.1228 -2.9763 -0.206
C 3.4753 1.9443 -1.8619 -0.001
C 2.3544 1.8237 -1.0789 -0.171
N 1.3606 0.9502 -1.3418 -0.091
C 1.4993 0.1860 -2.4269 -0.131
C 2.6115 0.2142 -3.2443 0.036
H 6.0694 0.1939 -5.0350 0.113
H 4.9959 -0.7647 -4.0808 0.109
H 4.2224 2.6915 -1.6335 0.113
H 2.2342 2.4514 -0.2088 0.091
H 0.6739 -0.4569 -2.6644 0.053
H 2.6382 -0.4282 -4.1149 0.132
O -0.8836 1.4519 -2.4474 -0.506
S -1.6389 2.6473 -1.9848 0.186
O -2.4396 1.9546 -0.8583 -0.568
O -2.3987 3.3938 -2.9073 -0.226
S -0.2484 3.5400 -0.8500 0.580
C -1.1927 -1.1922 -4.2452 -0.092
C -2.3101 -1.2181 -3.2004 -0.499
C -3.3899 -0.1922 -3.5463 -0.069
P -1.7764 -1.2596 -1.4145 1.095
C -0.8122 -2.8629 -1.3010 -0.497
C -1.2548 -3.9731 -2.2665 -0.089
C 0.6998 -2.7194 -1.4647 -0.119
C -3.3241 -1.6587 -0.4470 -0.517
C -4.0735 -2.9355 -0.8447 -0.084
C -4.3279 -0.5026 -0.3612 -0.112
H -1.6284 -1.4587 -5.2094 0.101
H -0.4032 -1.9205 -4.0498 0.053
H -0.7599 -0.1991 -4.3449 0.075
H -2.7740 -2.2048 -3.2721 0.090
H -3.0968 0.8319 -3.3168 0.051
H -4.3361 -0.4062 -3.0574 0.064
H -3.5713 -0.2438 -4.6211 0.099
H -1.0166 -3.1824 -0.2715 0.098
H -0.9431 -3.7428 -3.2860 0.077
H -2.3190 -4.1739 -2.2793 0.060
H -0.7472 -4.8964 -1.9805 0.098
H 0.9669 -2.5812 -2.5133 0.073
H 1.1757 -3.6476 -1.1427 0.093
H 1.1259 -1.9028 -0.8900 0.032
H -2.9192 -1.8327 0.5553 0.072
H -4.3405 -2.9568 -1.9021 0.085
H -5.0075 -2.9621 -0.2804 0.094
H -3.5284 -3.8410 -0.5935 0.074
H -4.9539 -0.4534 -1.2484 0.076
H -3.8698 0.4780 -0.2512 0.031
H -4.9925 -0.6828 0.4857 0.094